{
  "formula": "C10H26ClO15",
  "method": "ωB97M-V/def2-TZVPD",
  "e_tot_ev": -54021.390,
  "de_lowest_kj_mol": 57.79,
  "charge": -1,
  "e_lumo_ha": 0.093,
  "homo_lumo_gap_ev": 10.066,
  "symbols": ["Cl", "O", "O", "O", "O", "C", "C", "O", "C", "O", "O", "H", "H", "H", "H", "C", "C", "O", "C", "O", "O", "H", "H", "H", "H", "O", "H", "H", "O", "H", "H", "O", "H", "H", "C", "C", "O", "H", "H", "H", "H", "H", "H", "C", "C", "O", "H", "H", "H", "H", "H", "H"],
  "xyz": [[0.713, 0.662, 0.208], [2.037, 1.174, 0.336], [0.065, 1.309, -0.921], [0.842, -0.735, -0.118], [-0.108, 0.797, 1.376], [0.524, -1.719, 3.976], [0.536, -2.666, 2.764], [-0.276, -3.748, 3.230], [-0.445, -3.693, 4.559], [-1.003, -4.509, 5.215], [0.161, -2.572, 5.037], [-0.123, -0.844, 3.905], [1.531, -1.319, 4.112], [1.535, -3.064, 2.600], [0.123, -2.157, 1.898], [-0.297, 4.061, 2.576], [-1.585, 4.157, 1.706], [-1.466, 5.428, 1.089], [-0.210, 5.861, 1.211], [0.181, 6.894, 0.756], [0.528, 5.046, 1.978], [0.002, 3.025, 2.415], [-0.541, 4.199, 3.628], [-2.502, 4.144, 2.297], [-1.666, 3.287, 1.052], [3.596, 1.185, -2.284], [4.011, 1.992, -1.968], [2.729, 1.180, -1.854], [-2.064, 3.276, -2.617], [-2.861, 2.771, -2.877], [-1.482, 2.615, -2.225], [4.797, -0.829, 0.841], [4.980, -0.169, 1.517], [3.877, -0.672, 0.594], [-4.169, -0.758, -2.678], [-3.219, 0.411, -2.949], [-3.849, 1.387, -3.764], [-4.914, -0.616, -1.900], [-3.508, -1.593, -2.425], [-4.679, -1.006, -3.610], [-2.278, 0.020, -3.358], [-2.777, 0.747, -2.004], [-3.676, 1.268, -4.698], [2.268, -3.513, -1.191], [1.584, -3.638, -2.584], [1.379, -5.028, -2.804], [1.569, -3.890, -0.442], [2.476, -2.467, -0.968], [3.176, -4.112, -1.151], [2.337, -3.193, -3.238], [0.611, -3.150, -2.516], [1.530, -5.237, -3.730]],
  "forces_ev_per_a": [[-0.93, -1.24, -2.40], [0.75, 0.99, 0.98], [-0.04, 0.39, 0.43], [-0.14, -0.70, 0.32], [0.19, 0.53, 0.81], [1.01, 0.31, -0.80], [-0.12, 0.67, 0.76], [-0.55, -0.33, -0.51], [0.64, 0.59, -0.40], [-0.10, -0.06, 0.22], [-0.42, -0.24, 0.87], [-0.41, -0.34, -0.11], [-0.03, -0.15, 0.37], [0.00, 0.10, -0.31], [0.01, -0.46, -0.25], [-1.92, -1.15, -1.00], [-0.28, -0.42, 1.24], [-0.37, -0.51, -0.45], [0.13, 1.18, -0.09], [0.11, -0.34, -0.03], [0.50, -0.45, 0.64], [1.02, 0.29, 0.16], [0.52, 0.60, 0.04], [0.08, 0.22, 0.10], [0.27, 0.52, -0.70], [-0.10, 0.02, -0.16], [-0.05, -0.04, 0.07], [0.16, 0.00, 0.07], [-0.43, -0.24, -0.02], [0.53, 0.43, -0.03], [0.16, 0.10, 0.10], [-0.07, -0.10, 0.13], [-0.07, 0.03, -0.07], [0.05, 0.14, -0.10], [0.85, -0.21, -0.43], [0.33, -1.50, 0.14], [-0.03, 0.70, 0.82], [0.09, 0.26, 0.06], [-0.41, -0.19, 0.22], [-0.06, -0.11, 0.03], [-0.37, 0.00, -0.81], [-0.84, 0.99, 0.02], [0.32, -0.27, 0.03], [-0.94, -0.07, -0.42], [1.18, -0.15, 2.09], [0.09, -0.30, -0.48], [0.11, 0.01, 0.13], [0.04, -0.04, 0.00], [0.07, 0.05, -0.11], [-0.66, 0.02, -0.71], [0.20, 0.40, -0.52], [-0.09, 0.08, 0.04]],
  "mulliken_charge": [1.615, -0.699, -0.609, -0.623, -0.676, -0.117, 0.035, -0.354, 0.653, -0.546, -0.370, 0.198, 0.251, 0.155, 0.072, 0.027, -0.105, -0.343, 0.661, -0.565, -0.333, 0.085, 0.239, 0.293, 0.057, -0.649, 0.288, 0.347, -0.695, 0.446, 0.336, -0.653, 0.300, 0.358, -1.041, -0.019, -0.577, 0.294, 0.305, 0.287, 0.312, 0.068, 0.304, -0.767, -0.173, -0.521, 0.176, 0.131, 0.381, 0.290, 0.189, 0.284]
}



{
  "formula": "C10H26FeN7O18",
  "method": "ωB97M-V/def2-TZVPD",
  "e_tot_ev": -92438.996,
  "de_lowest_kj_mol": 67.71,
  "spin_multiplicity": 6,
  "e_lumo_ha": [-0.036, -0.047],
  "homo_lumo_gap_ev": [8.450, 8.026],
  "symbols": ["Fe", "C", "C", "O", "H", "H", "H", "H", "H", "C", "O", "O", "O", "C", "N", "O", "O", "H", "H", "H", "C", "N", "O", "O", "H", "H", "H", "C", "N", "O", "O", "H", "H", "H", "C", "N", "O", "O", "H", "H", "H", "C", "N", "O", "O", "H", "H", "H", "C", "N", "O", "O", "H", "H", "H", "C", "N", "O", "O", "H", "H", "H"],
  "xyz": [[-2.691, -1.977, -1.530], [0.892, -0.637, -0.594], [-0.455, -0.089, -0.115], [-1.506, -0.889, -0.526], [1.715, -0.059, -0.166], [1.026, -0.555, -1.676], [0.963, -1.710, -0.415], [-0.621, 0.964, -0.371], [-0.341, -0.126, 0.980], [-5.193, -1.003, -1.855], [-6.260, -1.464, -1.370], [-4.299, -1.513, -2.610], [-4.464, -1.075, -0.716], [2.045, 2.192, -2.734], [1.381, 3.138, -3.685], [2.120, 3.604, -4.523], [0.213, 3.447, -3.547], [2.177, 1.184, -3.105], [1.371, 2.167, -1.876], [2.875, 2.783, -2.354], [-1.762, -0.066, -5.409], [-1.132, -0.365, -4.123], [-0.204, 0.296, -3.711], [-1.681, -1.181, -3.402], [-2.388, -0.893, -5.733], [-0.978, 0.060, -6.151], [-2.386, 0.813, -5.260], [-2.212, 0.785, 3.856], [-2.172, -0.538, 3.218], [-3.001, -0.813, 2.383], [-1.263, -1.300, 3.519], [-3.142, 1.261, 3.560], [-1.414, 1.469, 3.577], [-2.155, 0.538, 4.913], [5.686, -1.237, 2.184], [4.380, -1.921, 1.923], [3.368, -1.244, 1.886], [4.376, -3.111, 1.691], [5.626, -0.872, 3.205], [5.639, -0.432, 1.453], [6.506, -1.918, 1.989], [1.707, 0.612, 3.647], [2.260, 1.617, 4.604], [3.461, 1.779, 4.661], [1.453, 2.261, 5.248], [0.634, 0.651, 3.794], [2.021, -0.339, 4.075], [2.061, 0.752, 2.634], [-2.519, 3.655, -1.977], [-3.020, 2.799, -3.095], [-3.381, 3.375, -4.103], [-3.143, 1.611, -2.915], [-1.967, 2.941, -1.374], [-3.377, 4.128, -1.508], [-1.865, 4.423, -2.378], [0.295, -3.639, 1.955], [1.197, -4.583, 2.667], [1.620, -5.549, 2.064], [1.718, -4.143, 3.681], [-0.568, -3.550, 2.615], [0.098, -3.892, 0.920], [0.675, -2.621, 2.006]],
  "forces_ev_per_a": [[0.54, 2.73, 0.89], [0.03, 0.59, -1.06], [0.48, -1.16, 0.25], [-0.92, -1.06, -0.52], [0.10, -0.35, 0.32], [-0.31, 0.15, -0.06], [0.13, 0.10, 0.56], [0.09, 0.02, -0.29], [-0.47, 0.13, 0.19], [2.74, -7.63, 5.58], [-1.90, 2.36, -3.13], [-1.01, 0.94, -6.60], [0.48, 3.55, 4.21], [-1.32, 1.12, 1.68], [0.35, -0.06, -0.39], [-0.08, 0.06, -0.35], [0.14, -0.33, 0.19], [0.36, 0.28, -0.43], [-0.18, -0.44, -0.16], [0.65, -0.65, -0.50], [0.00, -0.25, -1.06], [-0.20, 0.37, 2.09], [0.16, 0.11, -1.06], [-0.13, -0.95, -0.84], [-0.01, -0.10, 0.43], [0.02, 0.43, 0.15], [0.21, 0.12, 0.01], [-0.68, 0.34, 0.66], [0.66, -0.73, -1.53], [-0.36, 0.32, 0.24], [0.13, 0.39, 0.52], [-0.11, -0.19, 0.24], [0.38, -0.57, -0.20], [-0.06, 0.49, 0.08], [-0.84, 0.17, -0.37], [-0.45, -1.03, -0.52], [0.32, 0.46, 0.27], [0.41, 0.08, 0.21], [0.22, 0.12, -0.06], [0.43, 0.25, 0.29], [-0.12, -0.10, 0.15], [-0.33, -0.55, 1.21], [-0.03, 0.84, -0.50], [0.03, -0.34, -0.09], [-0.05, -0.14, 0.12], [0.00, 0.11, -0.44], [0.22, -0.12, -0.45], [0.14, 0.12, 0.14], [0.56, -0.57, -0.20], [-0.88, 1.17, -0.45], [0.28, -0.06, -0.06], [0.37, -0.56, 0.23], [-0.15, 0.38, 0.49], [-0.05, -0.30, 0.13], [-0.04, -0.13, -0.20], [-1.08, 0.63, 0.95], [2.70, 1.48, -1.29], [-0.89, -0.45, 0.24], [-0.90, -0.46, 0.34], [-0.42, -0.29, -0.51], [-0.05, -0.55, 0.22], [0.71, -0.29, 0.03]],
  "mulliken_charge": [0.776, -1.044, 0.924, -0.223, 0.321, 0.109, 0.288, -0.266, -0.323, 1.105, -0.495, -0.764, -0.505, -0.663, 0.921, -0.560, -0.494, 0.264, 0.167, 0.396, -0.784, 0.566, -0.319, -0.283, 0.316, 0.315, 0.225, -0.852, 0.977, -0.491, -0.537, 0.311, 0.290, 0.362, -0.757, 0.739, -0.362, -0.499, 0.294, 0.293, 0.299, -0.141, 0.988, -0.597, -0.586, -0.228, 0.258, 0.257, -0.549, 0.897, -0.563, -0.377, 0.036, 0.315, 0.281, -0.669, 0.951, -0.560, -0.537, 0.332, 0.338, 0.119]
}



{
  "formula": "C10H26N2P",
  "method": "ωB97M-V/def2-TZVPD",
  "e_tot_ev": -23051.769,
  "de_lowest_kj_mol": 139.39,
  "charge": 1,
  "e_lumo_ha": -0.151,
  "homo_lumo_gap_ev": 8.205,
  "symbols": ["C", "C", "C", "C", "C", "C", "C", "C", "C", "C", "N", "N", "P", "H", "H", "H", "H", "H", "H", "H", "H", "H", "H", "H", "H", "H", "H", "H", "H", "H", "H", "H", "H", "H", "H", "H", "H", "H", "H"],
  "xyz": [[-0.368, -1.670, -1.327], [2.075, -2.038, -1.256], [0.585, -3.036, 0.453], [0.603, 3.187, -0.598], [-0.359, 2.200, -2.421], [1.751, -0.883, 1.655], [-1.837, -0.505, 1.709], [-2.387, 2.082, 2.010], [-0.819, 1.336, -0.126], [0.808, -1.793, -0.430], [-0.183, 2.114, -0.974], [0.930, -0.659, 0.494], [-0.784, 1.074, 1.691], [-1.310, -1.299, -0.922], [-0.032, -1.069, -2.313], [-0.603, -2.718, -1.659], [2.091, -2.891, -1.937], [2.978, -1.957, -0.702], [2.062, -1.163, -1.939], [-0.403, -3.085, 0.763], [0.929, -3.889, -0.180], [1.236, -3.109, 1.295], [0.453, 3.545, 0.403], [1.624, 2.802, -0.621], [0.640, 4.092, -1.216], [-0.647, 3.256, -2.543], [0.610, 2.253, -2.988], [-1.041, 1.423, -2.788], [1.226, -1.373, 2.417], [2.627, -1.497, 1.349], [2.109, 0.041, 2.006], [-2.621, -0.442, 0.986], [-2.296, -0.442, 2.710], [-1.357, -1.481, 1.520], [-2.995, 1.851, 1.143], [-2.143, 3.104, 2.049], [-2.948, 1.781, 2.937], [-1.570, 0.806, -0.704], [1.368, 0.053, 0.056]],
  "forces_ev_per_a": [[0.05, -0.12, -3.48], [-0.83, 2.03, -1.44], [2.05, -0.76, -1.88], [3.80, 1.73, 1.88], [-0.03, 0.41, -0.82], [1.38, -1.01, -1.24], [0.89, 0.11, 0.60], [0.37, -1.48, 0.11], [-0.24, 0.81, -2.66], [0.56, -1.73, 1.90], [-2.13, -0.99, 0.66], [-1.54, -1.54, 0.64], [-1.38, -0.53, 0.95], [0.33, 0.18, 0.23], [-1.13, -1.11, 2.04], [0.16, 1.02, -0.13], [-0.26, -0.21, 0.49], [0.75, -0.30, 0.63], [0.51, -0.27, 0.03], [-1.87, -0.58, 0.55], [-1.01, 0.25, 0.50], [0.33, 0.16, 0.57], [-0.37, -0.17, 0.58], [0.41, 0.36, 0.09], [-0.67, -0.61, -0.32], [-0.96, -0.68, -0.48], [-0.54, -0.90, 0.89], [0.21, 0.50, -0.07], [-0.70, -0.66, 1.18], [-0.26, 0.28, 0.61], [0.41, 1.21, 0.57], [-0.70, 0.30, -0.46], [0.17, -0.42, -0.39], [0.16, 0.78, 0.50], [-0.55, 0.28, -0.02], [0.07, 1.40, 0.07], [0.88, 0.15, -0.88], [0.08, -0.75, 0.26], [1.62, 2.87, -2.24]],
  "mulliken_charge": [-1.186, -1.645, -1.972, -1.130, -0.905, -1.538, -0.960, -1.170, -0.228, 1.194, 0.169, 0.123, 0.118, 0.212, 0.117, 0.443, 0.407, 0.388, 0.430, 0.539, 0.455, 0.523, 0.384, 0.396, 0.394, 0.429, 0.334, 0.349, 0.410, 0.431, 0.488, 0.406, 0.450, 0.056, 0.409, 0.375, 0.385, 0.627, 0.292]
}



- Which formula does entry 1 have?
  C10H26ClO15